No. 1
Formula: C3H6N2OS
Source: the Open Molecules 2025 dataset
Level of theory: the ωB97M-V functional and the def2-TZVPD basis

Summary:
lowest unoccupied orbital energy	-0.009	hartree
net charge	0
highest occupied orbital energy	-8.88	eV

Last column: Löwdin charge in e.
Atoms and positions in Å:
C1 -0.974 -0.639 0.076  -0.5716
N1 0.217 -1.419 0.275  -0.2461
H1 -0.043 1.846 -1.344  0.1028
C2 -0.512 0.844 0.368  -0.5922
H2 -0.817 1.285 1.504  0.1987
O1 -2.082 -0.971 0.005  0.1447
H3 0.339 -2.081 -0.972  0.2319
N2 -0.763 1.781 -0.564  0.0101
H4 1.398 1.801 0.316  0.1272
H5 -1.713 1.346 -1.095  0.1775
S1 1.504 -0.385 -0.353  0.8211
C3 0.862 0.866 0.793  -0.4570
H6 0.987 0.761 1.801  0.0529

No. 2
Formula: C7H16O2
Source: the Open Molecules 2025 dataset
Level of theory: the ωB97M-V functional and the def2-TZVPD basis

Summary:
lowest unoccupied orbital energy	0.025	hartree
net charge	0
highest occupied orbital energy	-8.13	eV

Last column: Löwdin charge in e.
Atoms and positions in Å:
H1 -3.015 0.029 -0.208  0.0741
H2 0.273 0.359 -2.035  0.0749
O1 1.075 -1.962 -0.884  0.1041
H3 -0.275 1.958 -1.378  0.0700
H4 -1.054 2.368 0.745  0.0746
C1 1.713 1.412 -0.823  -0.1764
H5 0.984 -3.209 1.589  0.1026
H6 0.009 1.368 1.739  0.0730
H7 0.054 -1.833 2.234  0.0977
H8 -1.742 1.201 1.875  0.0742
C2 -2.125 0.269 -0.797  -0.1245
H9 -0.574 -2.777 0.866  0.0925
H10 2.511 1.192 -1.528  0.0652
C3 1.060 -1.482 0.387  -0.5280
H11 1.953 0.461 0.025  0.0771
O2 1.944 -0.690 0.790  0.0201
H12 -2.297 1.220 -1.303  0.0692
C4 0.323 -2.379 1.334  0.0052
H13 1.837 2.355 -0.300  0.0656
C5 -0.890 0.299 0.095  -0.3175
H14 -0.934 -0.648 0.617  0.0602
C6 -0.922 1.372 1.171  -0.1100
H15 -2.031 -0.508 -1.558  0.0733
C7 0.382 1.107 -1.256  -0.1441
H16 1.740 -1.482 -1.397  0.1271

No. 3
Formula: C4H13N3
Source: the Open Molecules 2025 dataset
Level of theory: the ωB97M-V functional and the def2-TZVPD basis

Summary:
structure (SMILES)	C/C=[NH+]\C[NH2+]NC
lowest unoccupied orbital energy	-0.325	hartree
net charge	+2
highest occupied orbital energy	-19.18	eV

Last column: Löwdin charge in e.
Atoms and positions in Å:
H1 0.641 2.369 0.501  0.1711
H2 -1.601 -0.558 1.342  0.1562
H3 -2.947 -0.085 -0.891  0.0988
H4 2.334 -2.155 0.496  0.1466
C1 2.257 -1.056 0.590  0.0129
H5 0.497 0.964 1.418  0.1300
H6 1.924 -0.925 -1.538  0.1969
C2 -2.171 -0.774 -0.639  -0.0802
H7 -1.880 1.636 0.819  0.2086
H8 2.065 -0.745 1.573  0.0875
N1 0.965 0.670 -0.600  0.0755
N2 -1.333 -0.372 0.394  -0.0379
H9 -2.732 -1.654 -0.397  0.1209
H10 -1.377 1.580 -0.714  0.2489
H11 0.735 1.006 -1.621  0.2459
C3 0.311 1.331 0.452  -0.0709
C4 1.715 -0.379 -0.569  0.0007
H12 -1.524 -0.914 -1.461  0.0846
H13 3.323 -1.020 0.574  0.1279
N3 -1.203 1.082 0.273  0.0760

No. 4
Formula: C5H8O2
Source: the Open Molecules 2025 dataset
Level of theory: the ωB97M-V functional and the def2-TZVPD basis

Summary:
structure (SMILES)	C/C=C(/O)CC=O
lowest unoccupied orbital energy	0.029	hartree
net charge	0
highest occupied orbital energy	-8.64	eV

Last column: Löwdin charge in e.
Atoms and positions in Å:
H1 1.320 -0.936 -1.697  0.0788
C1 0.913 -0.247 0.639  -0.0857
H2 -2.624 1.502 0.104  0.0732
H3 1.075 -1.188 1.191  0.1436
C2 2.285 0.209 0.211  -0.2148
C3 -0.067 -0.488 -0.484  -0.3579
H4 0.529 0.463 1.377  0.1087
C4 -1.346 -0.110 -0.483  -0.0958
H5 -1.930 -0.424 -1.346  0.1137
O1 2.714 0.147 -0.921  0.0501
O2 0.418 -1.251 -1.512  0.0257
H6 -1.391 1.129 1.306  0.0584
H7 2.931 0.597 1.025  0.1265
C5 -2.066 0.681 0.569  -0.0997
H8 -2.791 0.067 1.116  0.0751

No. 5
Formula: C5H19NO5S
Source: the Open Molecules 2025 dataset
Level of theory: the ωB97M-V functional and the def2-TZVPD basis

Summary:
lowest unoccupied orbital energy (alpha / beta)	0.100 / 0.099	hartree
multiplicity	2
net charge	-1
highest occupied orbital energy (alpha / beta)	0.37 / -6.39	eV

Last column: Löwdin charge in e.
Atoms and positions in Å:
H1 -0.969 1.446 2.084  0.0600
C1 0.653 0.313 1.212  -0.3097
S1 -0.842 -0.654 3.364  0.6779
H2 0.411 1.360 3.095  0.0529
H3 0.338 2.707 -0.132  -0.0247
H4 -3.445 0.536 0.242  0.0009
C2 -0.173 0.771 2.410  -0.5271
H5 1.302 1.132 0.894  0.0817
O1 1.129 3.260 -0.025  -0.1817
H6 -1.928 -3.026 -0.109  0.0384
C3 0.414 -1.195 -0.819  -0.4201
H7 2.063 -2.280 -1.440  0.1188
H8 2.268 -1.722 0.141  0.1110
H9 -1.028 -0.140 0.189  0.0838
C4 1.905 -1.375 -0.829  -0.1651
O2 -1.916 1.234 -1.826  -0.2997
H10 1.420 3.269 -0.954  -0.0034
H11 -1.378 -1.931 -1.189  -0.1996
H12 3.672 -0.094 -1.213  0.0701
H13 0.108 -1.546 3.055  -0.1625
O3 -3.080 0.015 0.954  -0.1428
O4 -0.348 -1.708 -1.622  0.0865
H14 1.369 -0.382 1.674  0.0941
N1 -0.060 -0.438 0.215  0.1042
H15 2.273 0.754 -1.054  0.0502
H16 2.502 -0.153 -2.538  0.0720
O5 -2.077 -2.187 -0.552  -0.0968
H17 -2.806 -0.844 0.573  -0.0074
H18 -2.150 2.151 -1.635  -0.0497
C5 2.615 -0.212 -1.459  -0.1181
H19 -2.242 0.940 -2.705  0.0059

No. 6
Formula: C20H28Cl47OP
Source: the Open Molecules 2025 dataset
Level of theory: the ωB97M-V functional and the def2-TZVPD basis

Summary:
lowest unoccupied orbital energy	-0.003	hartree
net charge	0
highest occupied orbital energy	-8.68	eV

Last column: Löwdin charge in e.
Atoms and positions in Å:
C1 6.114 7.161 7.267  -1.5260
H1 -5.738 -0.364 -2.338  0.1129
Cl1 0.102 -0.158 -11.828  0.5278
Cl2 10.449 -2.176 -8.005  0.5185
Cl3 -2.160 -1.167 7.092  0.5059
Cl4 7.694 -1.875 -8.901  0.5150
Cl5 3.377 6.659 11.173  0.5062
Cl6 2.609 3.920 8.058  0.4878
H2 2.226 -0.434 -1.531  -0.0841
Cl7 0.410 -2.509 6.808  0.4646
C2 -5.983 -2.170 -3.710  -0.3975
C3 2.203 0.442 -0.878  -1.5424
C4 -6.155 -1.766 6.587  -1.5432
C5 -1.573 -0.825 -3.867  -0.6633
Cl8 -1.279 1.233 -9.674  0.5218
H3 2.139 2.994 5.942  0.0116
Cl9 -3.777 -1.400 -7.306  0.5512
Cl10 -3.032 -4.123 -8.024  0.5303
Cl11 5.385 -4.120 -2.944  0.4788
Cl12 0.702 3.676 -0.256  0.4806
C6 2.194 -0.815 3.868  -1.5050
H4 3.324 -1.521 -4.571  0.0126
Cl13 2.685 1.859 -1.826  0.4857
C7 4.903 -5.537 -1.996  -1.5185
C8 3.008 2.988 6.605  -1.4986
Cl14 -0.679 5.067 1.898  0.5210
H5 2.133 -0.552 2.809  -0.0430
Cl15 -0.153 -0.930 9.190  0.5070
Cl16 -5.095 -3.096 7.086  0.4936
H6 -5.565 -0.847 6.560  0.0108
C9 -2.064 -0.086 -2.460  -0.1931
Cl17 -6.803 -2.063 4.965  0.5134
C10 -2.624 -2.407 -8.198  -1.5295
C11 4.206 -1.043 -4.137  -1.4792
Cl18 -2.071 3.027 0.353  0.5063
H7 8.729 -0.899 -7.022  0.0195
Cl19 6.035 -5.807 -0.660  0.5193
Cl20 3.335 0.172 0.458  0.5494
C12 3.456 -3.171 9.544  -1.5163
Cl21 8.261 -3.099 -6.320  0.4953
H8 -2.685 -2.145 -9.257  -0.0862
P1 -4.091 -2.409 -3.843  0.7162
Cl22 -9.918 2.762 -6.385  0.5151
Cl23 7.487 7.080 8.384  0.5168
Cl24 0.552 0.637 -0.264  0.5021
Cl25 4.430 -2.904 11.000  0.5228
H9 -1.788 1.243 -11.975  0.0202
H10 -4.186 -3.792 -4.235  0.0354
Cl26 3.376 1.306 7.026  0.4690
C13 -0.843 -1.988 7.947  -1.5104
Cl27 -7.472 -1.550 7.753  0.5161
C14 -8.545 3.017 -5.295  -1.5443
H11 -1.188 5.077 -0.403  0.0191
H12 -4.001 -2.099 -2.439  0.0193
Cl28 3.267 -1.661 8.636  0.4773
Cl29 4.214 -1.361 -2.394  0.5392
H13 -1.252 -2.875 8.438  0.0206
Cl30 5.648 -1.734 -4.902  0.4846
H14 -5.298 1.059 -3.973  0.1118
H15 -6.353 -2.793 -2.762  0.0937
C15 8.777 -1.882 -7.499  -1.5371
H16 4.926 -6.413 -2.649  0.0186
Cl31 1.677 6.047 13.458  0.5167
Cl32 4.733 6.256 7.911  0.4580
Cl33 0.305 -0.954 -3.726  0.4832
H17 6.413 6.705 6.320  0.0162
Cl34 5.663 8.846 6.956  0.5166
Cl35 0.864 5.240 10.780  0.5018
O1 -5.927 0.371 -4.374  -0.1791
Cl36 -2.671 -0.807 -11.218  0.5675
H18 2.756 4.542 12.000  0.0206
H19 -1.895 -0.189 -4.821  0.1167
H20 3.976 -3.892 8.909  0.0218
Cl37 3.252 -5.342 -1.382  0.5187
H21 -1.945 -2.686 -5.133  0.0348
Cl38 1.786 -2.530 4.042  0.5038
C16 -0.853 4.313 0.304  -1.5144
Cl39 -1.299 -3.577 -2.881  0.4487
Cl40 1.041 0.193 4.760  0.5065
C17 -2.164 -2.380 -4.000  -0.8870
H22 -8.026 2.063 -5.165  -0.0045
H23 -6.598 -2.580 -4.619  0.0870
H24 -1.652 1.025 -2.472  0.0773
Cl41 4.110 0.698 -4.452  0.5172
C18 -6.341 -0.586 -3.336  -0.2860
C19 2.237 5.495 11.870  -1.5364
Cl42 1.872 -3.842 9.970  0.5092
H25 -7.500 -0.490 -3.195  0.1207
Cl43 -7.405 4.181 -5.992  0.5093
H26 -1.734 -0.686 -1.490  0.0741
H27 -3.244 0.009 -2.381  0.0524
Cl44 3.848 -0.509 4.425  0.5036
C20 -1.453 0.479 -11.268  -1.5091
H28 -4.107 -1.418 -4.920  -0.0490
Cl45 4.370 3.726 5.746  0.5131
Cl46 -0.970 -2.101 -7.641  0.5340
Cl47 -9.105 3.569 -3.707  0.5091

No. 7
Formula: C2H9OS
Source: the Open Molecules 2025 dataset
Level of theory: the ωB97M-V functional and the def2-TZVPD basis

Summary:
lowest unoccupied orbital energy	-0.117	hartree
net charge	+1
highest occupied orbital energy	-16.22	eV

Last column: Löwdin charge in e.
Atoms and positions in Å:
H1 -0.920 -1.113 -2.036  0.0653
H2 -1.497 -1.411 -0.407  0.0709
H3 0.873 -0.177 -0.045  -0.0189
H4 -0.887 0.064 1.704  0.0681
H5 -2.222 -0.049 -1.386  0.0648
S1 -0.171 0.583 -0.503  1.0610
C1 -1.342 -0.640 -1.160  -0.2540
H6 -2.035 1.111 0.846  0.0640
H7 3.237 -1.004 0.678  0.0754
O1 2.282 -1.109 0.801  -0.0655
C2 -0.990 0.943 1.068  -0.2641
H8 2.214 -1.592 1.634  0.0682
H9 -0.499 1.761 1.577  0.0649

No. 8
Formula: H2N2O5Si
Source: the Open Molecules 2025 dataset
Level of theory: the ωB97M-V functional and the def2-TZVPD basis

Summary:
structure (SMILES)	O=NO[SiH]=O.O=NO
lowest unoccupied orbital energy	-0.037	hartree
net charge	0
highest occupied orbital energy	-10.23	eV

Last column: Löwdin charge in e.
Atoms and positions in Å:
O1 3.201 -0.880 -0.486  0.0257
H1 1.266 0.577 2.088  0.0357
Si1 0.855 0.109 0.652  0.5948
N1 -3.110 0.535 -0.374  -0.1080
N2 3.140 0.290 -0.724  -0.0380
O2 -2.939 -0.756 -0.745  -0.0099
O3 -0.130 -0.815 0.030  -0.3180
O4 1.977 0.894 -0.298  -0.2251
O5 -2.301 1.010 0.384  -0.0422
H2 -1.961 -0.962 -0.528  0.0850

| no. | electronic energy (Ha) |
| --- | --- |
| 1 | -700.67949 |
| 2 | -426.67681 |
| 3 | -323.71607 |
| 4 | -345.76585 |
| 5 | -1030.98917 |
| 6 | -22824.20542 |
| 7 | -554.75002 |
| 8 | -776.24874 |